No. 1
{
  "formula": "C20H21NO4",
  "method": "ωB97M-V with the def2-TZVPD basis set",
  "species": ["C", "C", "C", "C", "C", "C", "C", "O", "C", "O", "C", "O", "C", "N", "C", "O", "C", "C", "C", "C", "C", "C", "C", "C", "C", "H", "H", "H", "H", "H", "H", "H", "H", "H", "H", "H", "H", "H", "H", "H", "H", "H", "H", "H", "H", "H"],
  "positions_angstrom": [[0.2390, 3.5464, 5.8019], [0.6257, 3.9037, 4.3644], [0.6382, 2.6709, 3.5113], [-0.5145, 2.2469, 2.8582], [-0.5118, 1.0874, 2.1128], [0.6469, 0.3158, 1.9944], [0.5707, -0.9053, 1.1733], [-0.4481, -1.2853, 0.6484], [1.8698, -1.7036, 0.9908], [1.6231, -2.8026, 0.1295], [1.3390, -2.4748, -1.1314], [1.4762, -1.3712, -1.5926], [0.8509, -3.6647, -1.9421], [0.0376, -3.1771, -3.0277], [-1.3018, -3.4203, -3.0512], [-1.8165, -4.3263, -2.4365], [-2.0652, -2.4724, -3.9668], [-1.6842, -1.0435, -3.6884], [-1.7269, -0.5587, -2.3845], [-1.3404, 0.7383, -2.1064], [-0.9141, 1.5721, -3.1266], [-0.8766, 1.1014, -4.4269], [-1.2548, -0.2011, -4.7051], [1.8032, 0.7379, 2.6515], [1.7902, 1.8983, 3.3992], [-0.7492, 3.0932, 5.8267], [0.9504, 2.8388, 6.2213], [0.2282, 4.4383, 6.4233], [-0.0931, 4.6226, 3.9673], [1.6138, 4.3676, 4.3625], [-1.4178, 2.8343, 2.9365], [-1.4041, 0.7511, 1.6063], [2.2030, -2.1278, 1.9389], [2.6400, -1.0526, 0.5624], [1.7190, -4.2185, -2.3195], [0.2448, -4.3284, -1.3207], [0.3589, -2.3003, -3.4205], [-1.8479, -2.7324, -5.0052], [-3.1312, -2.6321, -3.7904], [-2.0460, -1.2079, -1.5825], [-1.3626, 1.0962, -1.0880], [-0.6083, 2.5848, -2.9080], [-0.5444, 1.7461, -5.2279], [-1.2145, -0.5662, -5.7224], [2.7144, 0.1641, 2.5861], [2.6909, 2.2165, 3.9044]],
  "forces_ev_per_a": [[0.049, 0.157, -0.112], [-0.048, -0.090, 0.194], [0.113, 0.013, -0.120], [0.068, -0.022, 0.006], [0.106, -0.159, -0.056], [-0.290, 0.511, 0.269], [0.349, -0.369, -0.110], [-0.012, 0.064, 0.087], [-0.141, 0.113, -0.284], [0.091, -0.232, 0.339], [-0.045, -0.046, -0.513], [0.068, -0.044, 0.113], [-0.043, -0.025, 0.085], [0.438, 0.130, -0.015], [0.028, 0.039, -0.455], [-0.272, -0.177, 0.247], [-0.161, -0.049, 0.168], [-0.088, 0.144, -0.138], [-0.031, 0.024, -0.090], [-0.037, -0.012, 0.075], [0.022, 0.102, -0.040], [0.066, 0.132, -0.036], [-0.026, -0.091, 0.016], [-0.216, -0.200, -0.180], [-0.031, 0.112, 0.060], [-0.087, -0.056, 0.048], [0.037, -0.074, 0.075], [-0.021, 0.050, 0.122], [0.073, 0.036, -0.047], [-0.035, 0.053, -0.069], [-0.100, 0.075, 0.004], [-0.067, -0.029, -0.043], [0.003, 0.077, -0.068], [-0.070, -0.075, 0.159], [-0.062, 0.029, 0.168], [0.146, 0.067, -0.093], [-0.127, -0.069, 0.070], [-0.021, -0.013, 0.020], [0.106, -0.085, -0.018], [-0.014, -0.085, 0.137], [0.005, 0.020, 0.112], [0.024, 0.075, 0.017], [0.026, 0.050, -0.053], [-0.001, -0.052, -0.081], [0.127, -0.060, -0.019], [0.098, 0.043, 0.048]],
  "charge": 0,
  "multiplicity": 1,
  "smiles": "CCc1ccc(C(=O)COC(=O)CNC(=O)Cc2ccccc2)cc1",
  "lumo_ha": 0.001,
  "homo_lumo_gap_ev": 8.98
}

No. 2
{
  "formula": "C44H60N8Zr",
  "method": "ωB97M-V with the def2-TZVPD basis set",
  "species": ["Zr", "C", "C", "C", "C", "C", "C", "H", "H", "H", "H", "H", "H", "C", "N", "C", "C", "N", "C", "C", "C", "C", "C", "C", "C", "C", "C", "N", "C", "N", "C", "C", "N", "C", "C", "C", "N", "C", "C", "H", "H", "H", "H", "H", "H", "H", "H", "H", "H", "H", "H", "H", "H", "H", "H", "H", "H", "H", "H", "H", "H", "H", "H", "H", "H", "H", "H", "H", "H", "C", "C", "C", "C", "C", "C", "C", "N", "C", "C", "C", "C", "C", "C", "C", "N", "C", "C", "C", "C", "H", "H", "H", "H", "H", "H", "H", "H", "H", "H", "H", "H", "H", "H", "H", "H", "H", "H", "H", "H", "H", "H", "H", "H"],
  "positions_angstrom": [[-0.5045, -0.4487, -0.8458], [-2.9748, -1.5256, -2.2568], [-3.0085, -1.3188, -0.8702], [-3.5837, -0.1403, -0.3624], [-4.0821, 0.8204, -1.2284], [-3.9874, 0.6314, -2.6055], [-3.4288, -0.5330, -3.1213], [-2.6687, -2.4878, -2.6410], [-2.8136, -2.1538, -0.1966], [-3.6865, -0.0097, 0.7083], [-4.5730, 1.7001, -0.8344], [-4.3956, 1.3746, -3.2782], [-3.4139, -0.6978, -4.1905], [3.8685, -2.9108, -0.5203], [3.8067, -1.5487, 0.0088], [4.9849, -1.2245, 0.8348], [2.8197, -0.6589, -0.1677], [1.5095, -1.0080, -0.2951], [1.0851, -2.3510, -0.0643], [1.3460, -2.9778, 1.1371], [0.9499, -4.2956, 1.3799], [0.2456, -4.9750, 0.4205], [-0.0718, -4.3781, -0.8210], [-0.7054, -5.1565, -1.8161], [-0.9122, -4.6570, -3.0727], [-0.5489, -3.3354, -3.3579], [0.0561, -2.5225, -2.4230], [0.2858, -1.1331, -2.7184], [0.8980, -0.8056, -3.8980], [0.7366, 0.4096, -4.4265], [-0.3415, 1.3048, -4.0784], [1.7241, 1.0025, -5.3430], [1.6819, -1.6768, -4.5475], [1.6988, -1.7763, -6.0139], [2.5381, -2.6383, -3.8651], [0.3468, -3.0323, -1.1044], [3.1554, 0.6423, -0.2082], [4.3991, 1.1074, -0.8444], [2.1693, 1.6754, -0.0167], [4.8062, -3.0121, -1.0678], [3.0439, -3.1252, -1.1915], [3.8637, -3.6368, 0.2934], [5.1190, -2.0419, 1.5428], [4.8221, -0.3019, 1.3830], [5.8848, -1.1436, 0.2265], [1.8951, -2.4303, 1.8945], [1.2048, -4.7737, 2.3152], [-0.0583, -5.9989, 0.5900], [-0.9977, -6.1690, -1.5745], [-1.3686, -5.2685, -3.8385], [-0.7608, -2.9272, -4.3389], [-1.1347, 0.7727, -3.5419], [-0.7905, 1.7159, -4.9855], [0.0482, 2.1442, -3.4960], [2.6597, 0.4549, -5.2872], [1.8942, 2.0317, -5.0283], [1.3600, 1.0077, -6.3692], [0.8819, -1.2009, -6.4389], [1.5596, -2.8264, -6.2714], [2.6470, -1.4375, -6.4286], [2.6236, -2.3658, -2.8157], [3.5298, -2.5879, -4.3161], [2.1612, -3.6577, -3.9598], [4.9613, 0.2723, -1.2453], [5.0149, 1.6538, -0.1315], [4.1322, 1.7747, -1.6646], [1.5229, 1.4350, 0.8271], [1.5738, 1.8459, -0.9318], [2.6742, 2.6155, 0.2061], [-1.3140, 5.8396, 2.4288], [-2.5001, 5.2463, 1.6425], [-3.6359, 4.8891, 2.6123], [-2.9991, 6.2711, 0.6252], [-1.9876, 3.9893, 0.9746], [-1.8206, 3.8673, -0.4086], [-1.3637, 2.6915, -0.9505], [-1.0005, 1.6199, -0.2098], [-1.1242, 1.7318, 1.1464], [-1.6492, 2.8591, 1.7367], [-0.8545, 0.5188, 1.9742], [-0.5758, 0.6165, 3.3170], [-0.6365, -0.5225, 4.1406], [-0.9742, -1.7223, 3.5067], [-1.1232, -1.7660, 2.1353], [-1.0353, -0.6770, 1.3553], [-0.3378, -0.4320, 5.6246], [-0.9139, 0.8636, 6.2117], [-0.9073, -1.6283, 6.3884], [1.1967, -0.4152, 5.7568], [-1.6478, 6.7442, 2.9342], [-0.4901, 6.1105, 1.7691], [-0.9453, 5.1527, 3.1918], [-4.0196, 5.8075, 3.0534], [-3.3035, 4.2594, 3.4366], [-4.4655, 4.3975, 2.1040], [-3.3834, 7.1396, 1.1561], [-3.8138, 5.8835, 0.0118], [-2.2010, 6.6286, -0.0263], [-2.0815, 4.6761, -1.0741], [-1.3042, 2.5815, -2.0222], [-1.8102, 2.8663, 2.8033], [-0.3660, 1.5833, 3.7485], [-1.1097, -2.6328, 4.0701], [-1.3200, -2.7049, 1.6301], [-1.9870, 0.9499, 6.0384], [-0.4168, 1.7554, 5.8300], [-0.7584, 0.8618, 7.2888], [-1.9865, -1.7180, 6.2613], [-0.7144, -1.4941, 7.4514], [-0.4369, -2.5704, 6.1058], [1.6373, 0.4285, 5.2229], [1.6397, -1.3407, 5.3874], [1.4624, -0.3165, 6.8083]],
  "forces_ev_per_a": [[0.612, -0.509, -0.232], [-0.050, 0.030, -0.042], [-0.132, -0.114, 0.019], [0.019, 0.036, 0.084], [0.036, -0.049, 0.024], [-0.020, 0.013, 0.021], [0.003, -0.057, 0.066], [0.004, 0.083, 0.003], [0.044, 0.073, -0.070], [0.004, -0.019, -0.023], [-0.011, 0.021, 0.001], [-0.006, 0.022, -0.021], [-0.016, -0.014, -0.031], [-0.058, -0.012, -0.028], [0.040, 0.036, 0.086], [-0.062, 0.032, -0.059], [0.102, -0.044, -0.113], [-0.182, 0.307, 0.058], [-0.156, 0.075, -0.050], [-0.031, 0.013, 0.052], [0.012, 0.020, -0.060], [0.015, 0.062, -0.012], [0.008, -0.010, -0.013], [0.033, 0.055, 0.015], [0.027, 0.039, 0.012], [0.004, -0.018, 0.042], [-0.050, 0.018, 0.075], [-0.054, 0.200, -0.163], [0.125, -0.122, -0.032], [0.068, -0.054, -0.047], [-0.260, 0.027, 0.082], [0.006, 0.036, 0.076], [-0.027, 0.020, -0.017], [-0.033, -0.061, 0.040], [-0.014, 0.096, 0.073], [-0.052, -0.094, -0.021], [-0.039, -0.102, -0.081], [0.014, -0.027, 0.106], [-0.192, 0.102, -0.044], [-0.004, -0.037, -0.016], [0.109, -0.042, 0.126], [0.009, -0.012, -0.017], [0.033, 0.012, 0.019], [0.026, -0.010, 0.006], [0.020, 0.008, 0.025], [0.012, 0.015, -0.005], [0.006, -0.016, 0.036], [-0.020, -0.057, 0.009], [-0.008, -0.053, 0.017], [-0.017, -0.008, -0.029], [-0.002, 0.007, -0.024], [0.120, 0.069, -0.045], [0.031, -0.006, 0.018], [-0.036, -0.005, 0.009], [-0.021, 0.081, 0.007], [0.010, 0.001, -0.021], [0.014, 0.026, -0.006], [0.008, -0.046, -0.037], [0.004, -0.005, -0.039], [-0.005, -0.031, -0.038], [-0.016, -0.014, -0.178], [0.001, -0.024, 0.005], [0.012, -0.014, 0.010], [0.005, -0.014, -0.018], [0.030, -0.008, -0.023], [0.020, 0.019, 0.002], [-0.002, 0.012, -0.054], [0.050, -0.028, 0.126], [-0.002, -0.057, 0.008], [-0.003, 0.012, 0.033], [0.034, -0.064, -0.103], [-0.031, 0.016, 0.029], [0.013, 0.027, 0.006], [-0.072, 0.061, 0.097], [0.015, -0.097, -0.103], [0.004, 0.005, 0.002], [0.024, -0.153, 0.181], [-0.261, -0.186, 0.268], [0.280, 0.048, -0.178], [-0.045, 0.365, 0.009], [-0.152, -0.201, 0.058], [0.041, -0.011, -0.006], [-0.038, 0.052, -0.141], [0.029, -0.039, 0.082], [0.033, 0.212, 0.061], [-0.064, -0.018, -0.061], [0.003, 0.021, 0.042], [0.027, -0.016, 0.042], [0.023, 0.020, -0.002], [-0.015, 0.035, 0.016], [0.036, 0.007, -0.029], [0.013, -0.022, 0.024], [-0.003, 0.022, 0.010], [0.008, -0.036, 0.037], [-0.030, -0.017, -0.036], [-0.004, 0.017, 0.016], [-0.036, -0.029, -0.006], [0.030, 0.008, -0.024], [-0.010, 0.033, -0.016], [0.033, 0.005, -0.040], [0.016, 0.017, 0.035], [-0.010, 0.022, 0.018], [0.006, -0.021, 0.034], [-0.011, 0.040, 0.039], [-0.040, -0.021, -0.021], [0.017, 0.035, -0.016], [0.012, -0.003, 0.026], [-0.042, 0.002, -0.008], [-0.004, 0.009, 0.009], [0.021, -0.019, -0.026], [0.021, 0.026, -0.015], [0.014, -0.038, -0.024], [-0.002, -0.001, 0.034]],
  "charge": 4,
  "multiplicity": 1,
  "lumo_ha": -0.444,
  "homo_lumo_gap_ev": 6.20
}